[1]
Formula: C38H40As2F5N3STl
Source: the OMol25 dataset
Level of theory: ωB97M-V/def2-TZVPD

Each line ends with the Mulliken charge.
Positions of all 90 atoms, in Å:
Tl (-0.576, 0.318, -0.062)  1.33
F (-6.217, -2.267, -3.468)  -0.27
C (-5.432, -1.859, -2.491)  0.69
C (-4.682, -0.701, -2.639)  -0.03
F (-4.737, 0.006, -3.762)  -0.36
C (-3.869, -0.288, -1.602)  -0.06
F (-3.163, 0.862, -1.773)  -0.38
C (-3.737, -0.995, -0.422)  0.65
S (-2.680, -0.570, 0.929)  -0.06
C (-4.501, -2.155, -0.298)  0.03
F (-4.415, -2.879, 0.811)  -0.40
C (-5.345, -2.584, -1.309)  0.30
F (-6.050, -3.688, -1.159)  -0.25
C (2.420, -1.809, 0.042)  -1.01
C (1.929, -1.859, -1.405)  -1.27
As (0.999, -0.277, -2.108)  1.45
C (0.192, -0.875, -3.736)  0.06
C (-1.157, -0.679, -3.999)  -0.27
C (-1.693, -1.150, -5.189)  -0.64
C (-0.882, -1.810, -6.101)  -0.56
C (0.470, -1.996, -5.835)  -0.81
C (1.017, -1.528, -4.652)  -0.42
C (2.305, 1.057, -2.568)  0.56
C (3.386, 1.342, -1.733)  -0.14
C (4.316, 2.296, -2.117)  -0.83
C (4.163, 2.970, -3.323)  -0.64
C (3.084, 2.690, -4.148)  -0.70
C (2.148, 1.734, -3.775)  -0.74
As (0.968, -1.531, 1.344)  1.05
C (-0.005, -3.190, 1.333)  0.58
C (-0.774, -3.535, 0.222)  0.01
C (-1.466, -4.735, 0.207)  -1.14
C (-1.404, -5.583, 1.306)  -0.71
C (-0.653, -5.232, 2.418)  -0.84
C (0.049, -4.034, 2.436)  -0.53
C (1.850, -1.403, 3.047)  0.08
C (1.263, -0.665, 4.070)  -0.41
C (1.869, -0.604, 5.316)  -0.87
C (3.066, -1.271, 5.536)  -0.55
C (3.649, -2.014, 4.518)  -0.79
C (3.043, -2.086, 3.273)  -0.19
H (3.163, -1.029, 0.208)  0.53
H (2.898, -2.760, 0.279)  0.68
H (1.222, -2.679, -1.542)  0.55
H (2.759, -2.038, -2.091)  0.61
H (-1.785, -0.147, -3.300)  0.35
H (-2.741, -0.992, -5.406)  0.53
H (-1.301, -2.176, -7.029)  0.43
H (1.101, -2.504, -6.553)  0.45
H (2.075, -1.666, -4.462)  0.36
H (3.542, 0.797, -0.810)  0.19
H (5.173, 2.498, -1.488)  0.49
H (4.895, 3.707, -3.624)  0.43
H (2.973, 3.203, -5.094)  0.45
H (1.318, 1.509, -4.433)  0.49
H (-0.863, -2.872, -0.635)  0.33
H (-2.057, -5.008, -0.657)  0.53
H (-1.947, -6.518, 1.295)  0.43
H (-0.610, -5.891, 3.274)  0.45
H (0.632, -3.769, 3.309)  0.42
H (0.300, -0.188, 3.914)  0.51
H (1.401, -0.057, 6.124)  0.44
H (3.539, -1.226, 6.508)  0.42
H (4.572, -2.549, 4.697)  0.45
H (3.499, -2.690, 2.498)  0.40
N (-0.757, 4.973, 3.820)  -0.15
C (-0.849, 3.500, 3.420)  -0.59
C (-1.938, 3.288, 2.379)  -1.05
C (-1.568, 3.719, 0.940)  0.40
N (-1.802, 2.581, 0.028)  -0.46
C (-0.122, 4.192, 0.797)  -1.99
C (0.910, 3.324, 1.517)  0.36
N (1.157, 2.077, 0.744)  -0.40
C (0.497, 2.959, 2.960)  -0.26
H (-1.659, 5.312, 4.167)  0.41
H (-0.481, 5.578, 3.044)  0.28
H (-0.073, 5.108, 4.571)  0.41
H (-1.136, 3.012, 4.352)  0.63
H (-2.868, 3.765, 2.696)  0.39
H (-2.150, 2.215, 2.389)  0.19
H (-2.233, 4.539, 0.656)  0.47
H (-1.784, 2.913, -0.935)  0.28
H (-2.741, 2.210, 0.164)  0.24
H (-0.026, 5.227, 1.142)  0.28
H (0.134, 4.258, -0.264)  0.85
H (1.845, 3.888, 1.562)  0.55
H (1.908, 1.558, 1.201)  0.30
H (1.554, 2.342, -0.160)  0.06
H (1.285, 3.212, 3.673)  0.48
H (0.393, 1.873, 3.021)  -0.57

The calculation puts the LUMO energy at -8.662 eV. As for the net charge: +3. The calculation puts the highest occupied orbital energy at -0.5670 Eh. The value obtained for the energy is -195293.56899 eV. The energy above the lowest of the compared OMol25 structures with the same formula, charge and spin comes out at 55.0 kJ/mol. The HOMO-LUMO gap comes out at 6.77 eV. The largest force on an atom comes out at 0.41 eV Å⁻¹.


[2]
Formula: C24H43N2OP3Ru
Source: the OMol25 dataset
Level of theory: ωB97M-V/def2-TZVPD

Each line ends with the Mulliken charge.
Positions of all 74 atoms, in Å:
Ru (0.041, -0.266, 0.520)  0.13
P (-1.707, -1.640, 0.290)  1.29
P (1.298, -0.930, 2.480)  1.04
P (1.440, -1.538, -0.793)  1.08
H (0.835, 2.205, -0.264)  0.24
C (0.362, 1.305, -0.668)  -0.91
C (-1.066, 1.161, -0.395)  -0.68
H (-1.513, 1.886, 0.284)  0.21
C (-3.357, -0.881, 0.326)  -1.16
C (-1.705, -2.792, 1.706)  -1.38
C (-1.884, -2.690, -1.204)  -1.03
C (2.764, 0.117, 2.841)  -1.20
C (0.333, -0.816, 4.030)  -1.14
C (2.050, -2.601, 2.655)  -1.31
C (1.284, -1.551, -2.624)  -1.20
C (1.483, -3.353, -0.474)  -1.53
C (3.190, -1.004, -0.598)  -1.21
H (0.748, 1.016, -1.661)  0.33
H (-1.780, 0.950, -1.197)  0.61
H (-3.494, -0.241, -0.557)  0.35
H (-3.473, -0.285, 1.243)  0.28
H (-4.129, -1.663, 0.301)  0.51
H (-2.045, -2.262, 2.605)  0.29
H (-0.692, -3.173, 1.889)  0.22
H (-2.383, -3.632, 1.502)  0.54
H (-1.892, -2.060, -2.106)  -0.19
H (-2.843, -3.230, -1.150)  0.52
H (-1.067, -3.416, -1.291)  0.35
H (3.176, -0.169, 3.820)  0.46
H (2.481, 1.175, 2.872)  0.27
H (3.527, -0.027, 2.066)  0.28
H (0.771, -1.490, 4.777)  0.50
H (-0.714, -1.089, 3.856)  0.22
H (0.368, 0.212, 4.405)  0.32
H (2.968, -2.686, 2.057)  0.30
H (1.351, -3.391, 2.360)  0.35
H (2.305, -2.738, 3.715)  0.59
H (1.651, -2.510, -3.021)  0.61
H (1.872, -0.737, -3.070)  0.46
H (0.245, -1.427, -2.951)  0.05
H (1.484, -3.883, -1.436)  0.49
H (0.616, -3.692, 0.106)  0.32
H (2.398, -3.618, 0.070)  0.43
H (3.696, -1.102, -1.570)  0.50
H (3.710, -1.619, 0.147)  0.35
H (3.233, 0.047, -0.288)  0.32
C (-2.179, -0.027, -4.301)  0.09
C (-1.017, 0.578, -3.810)  1.12
C (-0.018, 1.060, -4.654)  -0.56
C (-0.123, 0.828, -6.026)  -0.66
C (-1.237, 0.132, -6.513)  -0.54
C (-2.291, -0.277, -5.681)  -0.45
O (-3.223, -0.222, -3.394)  -0.52
H (-3.290, -1.132, -3.144)  0.32
H (-0.891, 0.692, -2.740)  -0.41
H (0.856, 1.574, -4.243)  0.42
H (0.674, 1.177, -6.696)  0.41
H (-1.282, -0.113, -7.575)  0.39
H (-3.190, -0.760, -6.068)  0.46
N (-1.660, 3.111, 3.346)  -0.01
C (-1.501, 1.829, 2.921)  -0.74
N (-0.298, 1.652, 2.370)  0.42
C (0.382, 2.865, 2.471)  0.69
C (1.586, 3.294, 1.896)  -0.04
C (1.879, 4.663, 1.914)  -0.97
C (0.995, 5.590, 2.486)  -0.52
C (-0.207, 5.169, 3.085)  -0.63
C (-0.470, 3.806, 3.087)  0.30
H (-2.502, 3.494, 3.774)  0.30
H (-2.292, 1.084, 3.018)  0.44
H (2.231, 2.551, 1.428)  0.38
H (2.812, 5.005, 1.459)  0.47
H (1.246, 6.649, 2.454)  0.45
H (-0.925, 5.859, 3.529)  0.47

The calculation puts the LUMO energy (spin up / spin down) at -9.225 / -12.966 eV. Its spin multiplicity is 6. As for the net charge: +3. The calculation puts the highest occupied orbital energy (spin up / spin down) at -0.5659 / -0.5659 Eh. The value obtained for the energy is -61032.17262 eV. The energy above the lowest of the compared OMol25 structures with the same formula, charge and spin comes out at 0.0 kJ/mol. The HOMO-LUMO gap (spin up / spin down) comes out at 6.17 / 2.43 eV. The largest force on an atom comes out at 3.85 eV Å⁻¹.


[3]
Formula: C6H12N2O
Source: the OMol25 dataset
Level of theory: ωB97M-V/def2-TZVPD

Each line ends with the natural charge from an NBO analysis.
Positions of all 21 atoms, in Å:
C (-1.026, 0.698, -0.846)  0.46
C (-0.187, 0.421, -2.053)  -0.69
C (-2.513, 0.643, -1.005)  -0.69
C (1.590, -0.223, 1.249)  0.03
N (-0.445, 1.245, 0.174)  -0.69
C (0.181, -1.948, 0.381)  0.13
C (1.725, -0.238, 2.575)  -0.58
O (2.652, -0.392, 0.393)  -0.72
N (-0.859, -1.705, -0.083)  -0.42
H (3.466, -0.554, 0.896)  0.46
H (-1.070, 1.537, 0.920)  0.36
H (0.575, 0.595, 0.709)  0.32
H (0.981, -2.596, 0.667)  0.24
H (0.866, 0.348, -1.785)  0.25
H (-0.505, -0.504, -2.531)  0.23
H (-0.324, 1.234, -2.773)  0.23
H (-3.034, 0.932, -0.094)  0.22
H (-2.809, -0.372, -1.261)  0.25
H (-2.831, 1.298, -1.817)  0.23
H (2.678, -0.411, 3.072)  0.17
H (0.888, -0.006, 3.214)  0.20

The calculation puts the LUMO energy at 0.897 eV. The calculation puts the highest occupied orbital energy at -0.3027 Eh. The value obtained for the energy is -11440.57063 eV. The energy above the lowest of the compared OMol25 structures with the same formula, charge and spin comes out at 395.6 kJ/mol. The HOMO-LUMO gap comes out at 9.14 eV. The largest force on an atom comes out at 2.50 eV Å⁻¹.


[4]
Formula: CH7NO3
Source: the OMol25 dataset
Level of theory: ωB97M-V/def2-TZVPD

Each line ends with the natural charge from an NBO analysis.
Positions of all 12 atoms, in Å:
C (0.471, -0.238, -1.473)  0.53
N (-0.594, -0.831, -0.781)  -0.92
O (1.527, 0.008, -0.935)  -0.55
H (0.359, -0.109, -2.553)  0.12
H (-1.265, -0.402, -0.154)  0.44
H (-0.935, -1.604, -1.317)  0.38
H (-0.885, 1.585, -0.075)  0.47
H (-1.167, 2.121, 1.406)  0.50
O (-1.490, 1.593, 0.648)  -0.96
H (1.289, -0.439, 1.005)  0.49
H (1.451, -1.293, 2.266)  0.46
O (1.239, -0.393, 1.963)  -0.96

Its SMILES is NC=O.O.O. The calculation puts the LUMO energy at 0.683 eV. The calculation puts the highest occupied orbital energy at -0.3842 Eh. The value obtained for the energy is -8782.64561 eV. The energy above the lowest of the compared OMol25 structures with the same formula, charge and spin comes out at 85.1 kJ/mol. The HOMO-LUMO gap comes out at 11.14 eV. The largest force on an atom comes out at 1.70 eV Å⁻¹.